{
  "formula": "C20H28ClFeN5O4",
  "method": "wB97M-V/def2-TZVPD",
  "elements": ["Fe", "N", "C", "C", "O", "N", "C", "C", "O", "O", "H", "H", "H", "H", "H", "H", "C", "C", "C", "C", "C", "O", "C", "C", "C", "C", "C", "C", "Cl", "C", "C", "C", "N", "C", "N", "C", "N", "H", "H", "H", "H", "H", "H", "H", "H", "H", "H", "H", "H", "H", "H", "H", "H", "H", "H", "H", "H", "H", "H"],
  "coordinates": [[0.8854, 3.3084, 0.5755], [2.1194, 3.3082, -1.2231], [3.5174, 3.4757, -0.7739], [3.5526, 3.2174, 0.7089], [4.4286, 2.6339, 1.2826], [2.4234, 3.7964, 1.3120], [2.4343, 4.0059, 2.7499], [1.0813, 3.5205, 3.2356], [0.8370, 3.1902, 4.3558], [0.2148, 3.5170, 2.2159], [1.8705, 4.0056, -1.9154], [1.9996, 2.4062, -1.6671], [4.2267, 2.8283, -1.2849], [3.8252, 4.5087, -0.9326], [3.2487, 3.5147, 3.2738], [2.4426, 5.0762, 2.9772], [0.4180, -1.2271, -2.7946], [0.1341, -2.6287, -2.2413], [1.2601, -3.5427, -2.7540], [-1.1837, -3.1432, -2.8379], [0.0673, -2.6780, -0.6794], [0.1572, -4.0376, -0.2463], [-1.2244, -2.1214, -0.0342], [-1.7783, -0.7350, -0.4131], [-2.8522, -0.3007, 0.5582], [-2.6722, 0.7972, 1.3899], [-3.6410, 1.1808, 2.3065], [-4.8151, 0.4541, 2.3866], [-6.0271, 0.9066, 3.5395], [-5.0332, -0.6307, 1.5509], [-4.0528, -1.0004, 0.6452], [1.3369, -2.0933, -0.0044], [1.2135, -0.7372, 0.5275], [1.4595, 0.4247, -0.0424], [1.1901, 1.4071, 0.8235], [0.7705, 0.7370, 1.9522], [0.7827, -0.5537, 1.7961], [0.4018, -1.2708, -3.8847], [1.4196, -0.8904, -2.5128], [-0.3152, -0.4815, -2.4870], [1.1832, -3.6322, -3.8385], [1.2000, -4.5394, -2.3246], [2.2527, -3.1427, -2.5326], [-1.1153, -3.1310, -3.9263], [-2.0416, -2.5317, -2.5595], [-1.3856, -4.1768, -2.5468], [-0.5894, -4.5333, -0.5998], [-1.0561, -2.1372, 1.0446], [-2.0049, -2.8604, -0.2271], [-2.2068, -0.7656, -1.4165], [-0.9914, 0.0206, -0.4143], [-1.7562, 1.3759, 1.3283], [-3.4868, 2.0327, 2.9553], [-5.9646, -1.1767, 1.6116], [-4.2332, -1.8474, -0.0077], [2.1995, -2.1269, -0.6656], [1.5417, -2.7299, 0.8516], [1.8539, 0.5354, -1.0360], [0.4776, 1.2186, 2.8698]],
  "atomic_forces_ev_per_a": [[2.1, -0.3, 0.2], [-1.0, -0.1, 0.1], [0.1, -0.1, -0.1], [0.1, 0.0, 0.2], [0.0, 0.2, 0.0], [0.4, 0.3, 0.0], [-0.5, 0.1, 0.3], [0.6, 0.2, 0.1], [-0.3, 0.0, -0.1], [-1.3, -0.1, 0.1], [0.0, 0.0, -0.1], [0.1, 0.1, -0.2], [-0.1, -0.1, -0.1], [0.0, 0.0, 0.0], [0.1, -0.1, -0.2], [0.2, 0.0, -0.1], [-0.1, 0.0, 0.0], [0.0, -0.1, -0.1], [0.0, 0.0, 0.0], [0.0, 0.1, 0.0], [-0.1, 0.1, 0.0], [0.1, 0.0, 0.0], [0.1, 0.1, 0.0], [-0.1, -0.1, 0.1], [0.0, 0.0, -0.1], [0.0, 0.0, 0.0], [0.0, 0.0, 0.0], [0.0, 0.0, 0.0], [0.0, 0.0, 0.0], [0.0, 0.0, 0.0], [0.0, 0.0, 0.0], [0.0, -0.2, -0.1], [0.1, 0.0, 0.0], [0.1, 0.1, 0.1], [-0.7, -0.2, -0.2], [0.1, 0.0, 0.0], [0.0, 0.0, 0.0], [0.0, 0.0, 0.0], [0.0, 0.0, 0.0], [0.0, 0.0, 0.0], [0.0, 0.0, 0.0], [0.0, 0.0, 0.0], [0.0, 0.0, 0.0], [0.0, 0.0, 0.0], [0.0, 0.0, 0.0], [0.0, 0.0, 0.0], [0.0, 0.0, 0.0], [-0.1, -0.1, 0.0], [0.0, 0.0, 0.0], [0.1, 0.1, 0.0], [0.0, 0.0, -0.1], [0.0, 0.0, 0.0], [0.0, 0.0, 0.0], [0.0, 0.0, 0.0], [0.0, 0.0, 0.0], [0.0, 0.1, 0.0], [0.0, 0.1, 0.1], [-0.1, -0.1, 0.0], [-0.1, 0.0, 0.0]],
  "lowdin_charge": [0.86, 0.01, -0.11, -0.49, 0.15, -0.06, -0.07, -0.58, 0.15, -0.13, 0.12, 0.08, 0.14, 0.14, 0.14, 0.15, -0.04, -0.51, -0.03, -0.03, -0.42, -0.01, -0.10, -0.14, -0.23, -0.04, -0.09, -0.67, 0.69, -0.09, -0.03, 0.00, -0.06, -0.10, 0.04, -0.12, 0.19, 0.10, 0.06, 0.07, 0.10, 0.09, 0.08, 0.10, 0.08, 0.10, 0.10, 0.13, 0.12, 0.11, 0.08, 0.08, 0.11, 0.11, 0.12, 0.13, 0.15, 0.13, 0.13],
  "e_lumo_ev": [-5.139, -4.988],
  "homo_lumo_gap_ev": [6.036, 6.188],
  "multiplicity": 2,
  "charge": 1,
  "homo_ev": [-11.1754, -11.1754]
}

---

{
  "formula": "C20H28F3NO3",
  "method": "wB97M-V/def2-TZVPD",
  "elements": ["C", "C", "O", "C", "O", "C", "C", "C", "C", "C", "C", "C", "C", "C", "F", "F", "F", "C", "C", "N", "C", "C", "C", "O", "C", "C", "C", "H", "H", "H", "H", "H", "H", "H", "H", "H", "H", "H", "H", "H", "H", "H", "H", "H", "H", "H", "H", "H", "H", "H", "H", "H", "H", "H", "H"],
  "coordinates": [[-2.7811, -1.0688, -3.0370], [-2.0303, 0.1266, -2.4829], [-1.4792, -0.2337, -1.2162], [-0.9288, 0.7473, -0.5047], [-0.8543, 1.8835, -0.8988], [-0.4567, 0.2616, 0.8653], [-1.7143, 0.0395, 1.7650], [-2.9817, 0.5240, 1.1199], [-3.1858, 1.8955, 0.9911], [-4.2947, 2.4045, 0.3440], [-5.2415, 1.5445, -0.1869], [-5.0777, 0.1800, -0.0480], [-3.9570, -0.3305, 0.5996], [-3.8508, -1.8219, 0.7645], [-2.7334, -2.3611, 0.2476], [-4.8663, -2.4825, 0.1852], [-3.8693, -2.1925, 2.0632], [0.4803, 1.3050, 1.4807], [1.7959, 1.4216, 0.7105], [2.4670, 0.1336, 0.6696], [3.8346, 0.1376, 0.1459], [4.6244, 1.4132, 0.4230], [4.5961, -1.0335, 0.8074], [5.8999, -1.2227, 0.3086], [5.9646, -1.8687, -0.9375], [1.6251, -0.8072, -0.0477], [0.3291, -1.0451, 0.7196], [-3.6031, -1.3365, -2.3792], [-3.1769, -0.8283, -4.0193], [-2.1135, -1.9220, -3.1184], [-1.2136, 0.4270, -3.1494], [-2.6914, 0.9903, -2.3447], [-1.5720, 0.5907, 2.6967], [-1.7821, -1.0166, 2.0160], [-2.4490, 2.5704, 1.3980], [-4.4187, 3.4726, 0.2512], [-6.1081, 1.9317, -0.6996], [-5.8214, -0.4949, -0.4432], [0.7054, 1.0095, 2.5064], [-0.0025, 2.2829, 1.4866], [2.4250, 2.1386, 1.2353], [1.5909, 1.8105, -0.3010], [3.8162, -0.0171, -0.9489], [5.6602, 1.2320, 0.1443], [4.5971, 1.6572, 1.4818], [4.2516, 2.2542, -0.1555], [4.0229, -1.9655, 0.7184], [4.7180, -0.8058, 1.8688], [7.0199, -2.0509, -1.1329], [5.5533, -1.2547, -1.7463], [5.4288, -2.8261, -0.9152], [2.1517, -1.7567, -0.1546], [1.3904, -0.4364, -1.0644], [-0.2738, -1.7912, 0.2035], [0.5808, -1.4146, 1.7150]],
  "atomic_forces_ev_per_a": [[0.3, 0.2, 0.3], [-0.2, 0.3, -0.5], [0.1, -0.4, 0.0], [0.3, 0.2, 0.0], [0.1, 0.1, -0.1], [0.1, 0.0, 0.1], [0.0, 0.0, -0.1], [-0.4, 0.0, 0.2], [0.0, -0.2, 0.1], [-0.1, 0.0, 0.0], [0.0, 0.1, 0.0], [0.1, -0.1, 0.0], [-0.1, 0.0, 0.0], [0.0, -0.4, 0.1], [0.2, 0.2, -0.1], [-0.2, 0.1, -0.2], [0.0, 0.2, 0.2], [0.1, 0.1, -0.4], [-0.1, 0.2, 0.2], [0.2, 0.0, 0.0], [0.4, -0.1, 0.0], [-0.2, -0.2, -0.2], [-0.2, 0.1, -0.1], [0.1, 0.1, 0.1], [0.0, 0.0, -0.1], [-0.1, -0.3, 0.2], [0.1, 0.0, -0.3], [-0.1, -0.1, 0.0], [0.0, 0.0, -0.1], [0.0, -0.1, -0.1], [-0.1, 0.0, 0.1], [0.1, -0.1, 0.0], [0.0, 0.0, 0.0], [0.0, 0.1, 0.1], [0.1, 0.1, 0.0], [0.0, 0.1, 0.0], [-0.1, 0.0, 0.0], [0.0, 0.0, 0.0], [0.0, 0.0, 0.1], [-0.1, 0.0, 0.1], [0.0, 0.0, -0.1], [0.1, 0.0, 0.1], [0.0, 0.0, 0.1], [0.0, 0.0, 0.0], [0.0, 0.1, 0.2], [0.0, 0.1, 0.0], [0.0, 0.0, 0.0], [-0.1, 0.0, 0.0], [0.0, 0.0, -0.1], [0.0, 0.0, 0.0], [0.0, 0.0, 0.0], [0.0, 0.0, -0.1], [0.1, 0.0, 0.0], [0.0, 0.0, 0.1], [0.0, 0.0, 0.0]],
  "lowdin_charge": [-0.05, -0.20, -0.01, -0.48, 0.13, -0.33, -0.04, -0.15, -0.02, -0.05, -0.07, -0.02, -0.07, -0.57, 0.14, 0.13, 0.14, -0.10, -0.17, -0.12, -0.35, -0.05, -0.19, -0.19, -0.11, -0.17, -0.10, 0.06, 0.08, 0.08, 0.13, 0.13, 0.13, 0.11, 0.12, 0.11, 0.11, 0.12, 0.13, 0.12, 0.11, 0.13, 0.14, 0.08, 0.09, 0.08, 0.11, 0.13, 0.09, 0.08, 0.09, 0.12, 0.14, 0.12, 0.14],
  "e_lumo_ev": 0.778,
  "homo_lumo_gap_ev": 9.333,
  "homo_ev": -8.5546,
  "smiles": "CCOC(=O)C1(Cc2ccccc2C(F)(F)F)CCN([C@@H](C)COC)CC1"
}

---

{
  "formula": "C20H28FMnN7O5Se",
  "method": "wB97M-V/def2-TZVPD",
  "elements": ["Mn", "C", "N", "C", "C", "N", "N", "C", "N", "N", "H", "H", "H", "H", "H", "H", "H", "H", "H", "H", "H", "C", "C", "C", "O", "C", "H", "H", "H", "H", "H", "H", "H", "H", "F", "C", "C", "N", "C", "C", "O", "O", "C", "O", "N", "C", "O", "H", "H", "H", "H", "Se", "C", "C", "C", "C", "C", "C", "H", "H", "H", "H", "H"],
  "coordinates": [[0.5745, -0.8083, -0.6251], [2.9464, -2.7110, 3.0184], [3.4573, -3.0732, 1.7072], [4.1628, -4.3499, 1.6820], [2.7418, -2.6340, 0.6191], [1.6052, -2.0577, 0.6700], [3.4002, -2.8083, -0.5981], [3.0269, -2.2229, -1.8013], [3.9324, -2.4926, -2.8034], [1.9989, -1.4802, -1.9259], [3.7233, -2.9141, 3.7530], [2.0540, -3.2869, 3.2910], [2.7150, -1.6477, 3.0525], [5.0951, -4.2699, 2.2403], [4.3918, -4.6627, 0.6675], [3.5524, -5.1374, 2.1358], [1.2291, -1.9483, 1.6032], [4.3894, -2.9763, -0.5183], [4.3592, -3.4046, -2.8021], [3.6930, -2.1513, -3.7192], [1.8688, -1.1472, -2.8749], [-1.9243, 0.4557, -3.8850], [-2.8363, -0.6798, -3.3889], [-1.9366, -1.5352, -2.4843], [-0.6623, -0.8551, -2.4176], [-0.5296, -0.0764, -3.6180], [-2.0819, 1.3659, -3.3084], [-2.0761, 0.6831, -4.9394], [-3.2155, -1.2735, -4.2208], [-3.6934, -0.2904, -2.8418], [-1.7722, -2.5304, -2.9073], [-2.3015, -1.6300, -1.4695], [-0.1943, -0.7372, -4.4297], [0.2164, 0.6902, -3.4202], [0.3425, 2.1071, 5.7528], [-0.6265, 2.1476, 4.8279], [-0.9807, 1.0537, 4.1558], [-1.9923, 1.0593, 3.2195], [-2.2204, -0.1110, 2.3921], [-1.0390, -0.4400, 1.4804], [-1.3011, -1.1214, 0.4418], [0.1065, -0.0643, 1.7825], [-2.6761, 2.2217, 2.9071], [-3.5728, 2.2747, 2.0932], [-2.2684, 3.3315, 3.6208], [-1.2633, 3.4317, 4.5812], [-0.9994, 4.4794, 5.1230], [-0.4904, 0.1075, 4.3224], [-3.1134, 0.0717, 1.8021], [-2.4158, -0.9802, 3.0256], [-2.7449, 4.1892, 3.3812], [1.3767, 1.4950, -1.0926], [-0.1713, 2.5909, -1.3292], [-0.0419, 3.7847, -2.0459], [-1.1317, 4.6164, -2.2528], [-2.3816, 4.2809, -1.7451], [-2.5219, 3.1030, -1.0261], [-1.4305, 2.2648, -0.8260], [0.9288, 4.0554, -2.4440], [-1.0026, 5.5360, -2.8119], [-3.2308, 4.9347, -1.8993], [-3.4792, 2.8358, -0.5980], [-1.5682, 1.3419, -0.2793]],
  "atomic_forces_ev_per_a": [[-0.4, -0.6, -0.6], [0.0, 0.0, 0.0], [0.0, 0.0, 0.0], [0.0, 0.0, 0.0], [0.1, 0.0, 0.0], [0.0, 0.4, 0.1], [-0.1, 0.0, 0.1], [0.0, 0.0, 0.0], [0.0, 0.0, 0.0], [0.1, 0.1, -0.1], [0.0, 0.0, 0.0], [0.0, 0.0, 0.0], [0.0, 0.0, 0.0], [0.0, 0.0, 0.0], [0.0, 0.0, 0.0], [0.0, 0.0, 0.0], [0.0, -0.1, 0.0], [0.0, 0.0, 0.0], [0.0, 0.0, 0.0], [0.0, 0.0, 0.0], [0.0, 0.0, 0.0], [0.0, 0.0, 0.0], [0.0, 0.0, 0.0], [0.1, 0.1, -0.1], [-0.2, 0.1, 0.2], [0.0, 0.0, 0.0], [0.0, 0.0, 0.0], [0.0, 0.0, 0.0], [0.0, 0.0, 0.0], [0.0, 0.0, 0.0], [0.0, 0.0, 0.0], [0.0, 0.0, 0.1], [0.0, 0.0, 0.0], [0.0, 0.0, 0.0], [0.0, 0.0, 0.0], [0.0, 0.0, 0.0], [-0.1, -0.1, -0.1], [0.1, 0.1, 0.0], [-0.1, -0.1, 0.0], [0.3, 0.0, 0.1], [0.3, 0.3, -0.1], [-0.4, 0.1, 0.3], [0.0, 0.0, 0.1], [0.0, 0.0, -0.1], [0.0, 0.0, 0.0], [0.0, 0.0, 0.0], [0.0, 0.0, 0.0], [0.0, 0.0, 0.0], [0.1, 0.0, 0.0], [0.0, 0.0, 0.0], [0.0, 0.0, 0.0], [0.1, -0.2, 0.1], [-0.1, 0.0, -0.1], [0.0, 0.0, 0.0], [0.0, 0.0, 0.0], [0.0, 0.0, 0.0], [0.0, 0.0, 0.0], [0.0, 0.0, 0.0], [0.0, 0.0, 0.0], [0.0, 0.0, 0.0], [0.0, 0.0, 0.0], [0.0, 0.0, 0.0], [0.0, 0.0, 0.0]],
  "lowdin_charge": [0.45, -0.05, -0.16, -0.05, -0.38, 0.13, 0.15, -0.45, 0.15, 0.07, 0.09, 0.10, 0.10, 0.09, 0.08, 0.10, 0.06, 0.14, 0.10, 0.11, 0.08, -0.13, -0.13, -0.15, -0.27, -0.20, 0.10, 0.12, 0.11, 0.11, 0.12, 0.10, 0.12, 0.07, 0.08, -0.19, 0.04, 0.01, -0.03, -0.65, -0.09, -0.04, -0.46, 0.08, 0.22, -0.40, 0.10, 0.15, 0.13, 0.14, 0.17, 0.68, -0.64, -0.15, -0.10, -0.11, -0.10, -0.13, 0.09, 0.10, 0.09, 0.10, 0.08],
  "e_lumo_ev": [-0.169, -0.171],
  "homo_lumo_gap_ev": [6.115, 6.151],
  "multiplicity": 2,
  "homo_ev": [-6.2841, -6.3218]
}

---

{
  "formula": "C20H28K2N5O9S",
  "method": "wB97M-V/def2-TZVPD",
  "elements": ["K", "K", "O", "C", "O", "O", "H", "C", "N", "O", "O", "H", "H", "H", "C", "C", "O", "S", "O", "O", "O", "H", "H", "H", "H", "N", "C", "C", "C", "C", "H", "H", "H", "H", "H", "N", "C", "C", "C", "C", "H", "H", "H", "H", "H", "N", "C", "C", "C", "C", "H", "H", "H", "H", "H", "N", "C", "C", "C", "C", "H", "H", "H", "H", "H"],
  "coordinates": [[1.1495, -1.9172, 3.0139], [-1.5394, -0.6183, 2.5602], [0.5183, -0.3592, -0.2483], [0.4426, -0.8556, 0.9955], [1.4516, -0.6489, 1.6653], [-0.5303, -1.5178, 1.4555], [1.3467, 0.1221, -0.1859], [1.4464, -2.9238, -0.1120], [2.1473, -1.9317, -0.9867], [1.5822, -1.6851, -2.0712], [3.1697, -1.4914, -0.5428], [1.9706, -3.8763, -0.1887], [0.4352, -3.1270, -0.4645], [1.5211, -2.4386, 0.8612], [-0.5252, -0.4623, -2.0508], [0.5749, 0.4863, -1.5756], [0.6534, 1.5464, -2.5718], [-0.0918, 1.1197, -3.8949], [0.7976, 0.4886, -4.8825], [-0.8962, 2.2503, -4.3929], [-1.1405, 0.1133, -3.1391], [-1.3056, -0.6482, -1.3127], [-0.1323, -1.3989, -2.4463], [1.5652, 0.0320, -1.6069], [0.3659, 0.9972, -0.6358], [-3.0360, -2.4175, -0.9205], [-2.5727, -2.9508, -2.0351], [-1.1800, -2.7980, -2.0624], [-0.8333, -2.0224, -0.9573], [-1.9958, -1.8617, -0.2033], [-4.0132, -2.2902, -0.6993], [-3.3481, -3.3973, -2.6400], [-0.5061, -3.1711, -2.8193], [0.1289, -1.5785, -0.7485], [-2.1345, -1.3176, 0.7193], [2.4748, 0.2720, 0.4372], [2.5080, 1.4719, 1.1001], [3.0085, 2.4238, 0.1922], [3.5736, 1.7113, -0.8835], [3.2058, 0.3637, -0.7260], [2.1909, -0.5687, 0.9197], [2.1263, 1.5643, 2.1062], [3.1269, 3.4820, 0.3727], [4.0632, 2.1387, -1.7461], [3.4190, -0.4395, -1.4157], [-1.4617, 1.3851, 1.2566], [-1.5267, 0.3424, 0.4456], [-2.8119, -0.1631, 0.6673], [-3.5245, 0.7334, 1.5271], [-2.6413, 1.7349, 1.8755], [-0.6231, 1.8984, 1.4874], [-0.7012, -0.1389, -0.0578], [-3.2579, -1.0273, 0.1975], [-4.5607, 0.7095, 1.8305], [-2.7091, 2.6063, 2.5099], [-0.8622, 3.0072, 2.7794], [-0.3140, 2.9858, 1.4998], [0.4140, 1.8439, 1.3200], [0.3821, 1.1357, 2.4619], [-0.4100, 1.8414, 3.3936], [-1.3835, 3.8072, 3.1083], [-0.3197, 3.9240, 0.9648], [0.9462, 1.6812, 0.3944], [0.8556, 0.1912, 2.6858], [-0.6737, 1.6315, 4.4197]],
  "atomic_forces_ev_per_a": [[0.1, -7.7, 9.0], [-9.0, 4.6, 14.1], [2.0, -10.7, 12.9], [-2.9, -2.9, 0.0], [-3.2, -2.0, 3.0], [11.9, -5.2, -8.0], [3.8, 1.0, 1.4], [1.1, -1.3, 0.2], [-1.8, -3.5, -1.0], [3.9, -1.9, 0.6], [1.3, -10.2, 1.2], [0.6, 0.3, 0.2], [0.6, -0.3, 0.6], [0.3, -1.7, -0.7], [0.6, 3.9, -4.8], [-0.8, 6.1, -8.0], [-0.1, 0.3, -1.7], [-1.4, 2.3, -3.1], [-1.6, 0.5, 2.7], [1.7, -2.4, 1.2], [0.0, 2.1, -2.6], [0.1, 2.1, -2.0], [0.1, 2.4, -0.4], [-0.6, 1.7, -1.5], [-0.9, 4.2, -3.8], [-0.2, 0.9, 1.4], [1.0, -1.2, -1.4], [-2.3, -2.6, -0.6], [-4.0, -6.5, 3.1], [3.2, -6.7, -1.4], [0.1, -0.3, -0.2], [0.7, -0.2, -0.6], [-0.2, 0.1, -0.2], [-2.8, -3.3, -1.1], [1.6, -4.9, -1.7], [8.8, 6.4, -5.7], [3.8, 1.5, -1.1], [1.2, -0.7, 1.8], [-1.0, -1.2, -0.2], [2.7, 8.6, -2.6], [4.5, 0.1, -1.8], [1.8, 0.1, -0.7], [-0.1, 0.0, 0.1], [0.0, -0.1, 0.1], [0.3, 3.8, -1.2], [-12.9, -3.4, -2.3], [-5.2, 2.5, 0.0], [-6.3, 5.5, -0.7], [-0.3, 1.2, -0.4], [-1.7, -2.3, -1.6], [-8.5, -3.4, -1.3], [-4.3, 2.5, 0.7], [-2.8, 3.6, 0.7], [0.0, -0.4, -0.1], [-0.8, -0.8, -0.5], [4.0, -0.1, -0.1], [5.2, 10.3, 3.0], [11.1, 4.4, -1.6], [-0.5, 1.0, 7.8], [0.8, 1.1, -0.1], [0.3, -0.3, 0.4], [-0.4, -0.6, -0.8], [-1.5, 0.9, 0.6], [-0.9, 2.7, 1.2], [0.0, -0.1, -0.1]],
  "lowdin_charge": [1.24, 1.14, -0.22, -0.72, -0.33, -0.41, 0.00, 0.11, -0.29, 0.08, 0.06, 0.15, 0.10, 0.07, -0.25, -0.27, -0.14, 0.71, -0.25, -0.27, -0.10, 0.12, 0.10, 0.12, 0.14, 0.06, -0.05, -0.05, -0.28, -0.21, 0.17, 0.13, 0.14, 0.04, 0.01, -0.03, -0.09, -0.02, 0.01, -0.14, -0.09, 0.13, 0.11, 0.12, 0.12, -0.09, -0.13, -0.23, -0.02, -0.08, -0.22, 0.03, 0.09, 0.12, 0.13, 0.08, 0.00, -0.18, -0.16, -0.01, 0.18, 0.20, 0.14, 0.06, 0.14],
  "e_lumo_ev": -3.860,
  "homo_lumo_gap_ev": 5.911,
  "charge": 1,
  "homo_ev": -9.7706
}

---

Relative energy (zero: lowest compared OMol25 entry of this formula, charge and spin): 13.93 0.00 0.00 1323.85 (kcal per mole)